1.
The following is a DFT calculation (wB97M-V/def2-TZVPD) of a structure of composition CH4IOPS at a distorted geometry.

```
9
Properties=species:S:1:pos:R:3
I -1.28440 0.67231 2.26679
S -2.10319 0.32785 -1.43091
P -0.81016 0.06793 -0.04611
O -0.30958 -2.02279 0.40569
C 0.92557 0.66367 -0.15689
H -0.66697 -2.19868 -0.47419
H 1.55609 0.35864 -1.02118
H 1.58679 0.44376 0.74184
H 1.10586 1.68732 -0.28505
```

The HOMO energy is -9.9118 eV. The energy relative to the best compared isomer or geometry (same formula, charge and spin) comes out at 216.4 kJ/mol. As for the electronic energy: -1152.95510 Ha. As for the spin multiplicity: 1. For the LUMO energy, the calculation gives -0.93 eV. The calculation puts the HOMO-LUMO gap at 9.0 eV.

Atom charges from the natural (NBO) analysis, given in e for atoms 1 to 5:
1. I -0.021
2. S -0.372
3. P 1.063
4. O -0.904
5. C -1.021

=====

2.
The following is a DFT calculation (wB97M-V/def2-TZVPD) of a cluster of 2 separate species, CF3O4S3 in total at a distorted geometry.

```
11
Properties=species:S:1:pos:R:3
S -0.04127 1.37922 1.49110
S -0.87088 -1.84671 -2.98973
S -0.84768 0.01083 -2.62900
F 0.81257 -0.90434 0.08685
F 0.73128 -1.45474 2.16061
F -1.13305 -1.06720 1.06420
O -2.16356 0.54586 -2.56005
O -0.34288 1.52191 0.07136
O 0.24208 0.78026 -3.09401
O 1.27245 1.71091 2.06715
C 0.16199 -0.62033 1.26284
```

The HOMO energy is -4.3178 eV. As for the electronic energy: -1833.23896 Ha. The charge is -1. As for the spin multiplicity: 1. For the LUMO energy, the calculation gives 1.04 eV. The calculation puts the HOMO-LUMO gap at 5.4 eV.

Atom charges from the natural (NBO) analysis, given in e for atoms 1 to 5:
1. S 1.486
2. S -0.340
3. S 1.948
4. F -0.372
5. F -0.355

=====

3.
The following is a DFT calculation (wB97M-V/def2-TZVPD) of a structure of composition C4H5N2O4S at a distorted geometry.

```
16
Properties=species:S:1:pos:R:3
S 1.96699 2.73386 0.85450
O 1.65612 4.11092 0.85651
O 0.94494 1.93551 1.77750
O 1.95081 1.96078 -0.55951
O 3.35048 2.45000 1.32913
N -0.69887 0.40293 1.05640
N 0.33577 -0.04058 -0.99101
C 0.38278 0.93317 1.09099
C -1.91917 -1.18325 -0.55213
C 1.24491 0.69250 -0.22453
C -0.77383 -0.22124 -0.26264
H 2.19871 0.09196 0.12808
H -1.58023 -1.88932 -1.22978
H -2.21044 -1.69995 0.45267
H -2.74751 -0.63558 -0.97273
H 4.23077 2.85881 0.95863
```

The HOMO energy is -14.9348 eV. The energy relative to the best compared isomer or geometry (same formula, charge and spin) comes out at 6.2 kJ/mol. As for the electronic energy: -963.65062 Ha. The charge is +1. As for the spin multiplicity: 1. For the LUMO energy, the calculation gives -4.73 eV. The calculation puts the HOMO-LUMO gap at 10.2 eV.

Atom charges from the natural (NBO) analysis, given in e for atoms 1 to 5:
1. S 2.546
2. O -0.753
3. O -0.571
4. O -0.599
5. O -0.884

=====

4.
The following is a DFT calculation (wB97M-V/def2-TZVPD) of a structure of composition C3H8N2O at a distorted geometry.

```
14
Properties=species:S:1:pos:R:3
O 0.23229 1.19252 1.46480
N -1.48243 -0.58175 1.37246
N -1.85713 -1.34594 -0.90767
C 1.83666 0.39482 -0.16564
C 0.54069 1.11454 0.17688
C -1.43417 -0.68435 0.18581
H 1.83190 -0.60004 0.27957
H -1.20421 -1.49550 -1.65719
H -0.36515 0.34630 -0.29027
H 2.68049 0.95203 0.24492
H 0.39436 2.05510 -0.37163
H -0.58068 0.40497 1.68306
H 1.96856 0.30644 -1.24536
H -2.56119 -2.05914 -0.76974
```

The HOMO energy is -9.7050 eV. The energy relative to the best compared isomer or geometry (same formula, charge and spin) comes out at 313.2 kJ/mol. As for the electronic energy: -303.77285 Ha. As for the spin multiplicity: 1. For the LUMO energy, the calculation gives 0.25 eV. The calculation puts the HOMO-LUMO gap at 10.0 eV.

Atom charges from the natural (NBO) analysis, given in e for atoms 1 to 5:
1. O -0.699
2. N -0.483
3. N -0.839
4. C -0.650
5. C 0.081

=====

5.
The following is a DFT calculation (wB97M-V/def2-TZVPD) of the molecule C19H13NO5 at a distorted geometry.

```
38
Properties=species:S:1:pos:R:3
O 3.30497 -0.25202 0.09482
O 3.07459 0.77741 -2.45652
O -1.73228 -2.43278 1.56908
O 0.08599 -2.78638 0.23643
O 1.61842 2.35230 -1.70324
N 1.06852 0.18863 0.38646
C 2.34771 1.19164 -1.56281
C 1.78671 0.51756 2.65535
C 1.04181 -0.23516 1.71107
C 1.71159 0.23347 4.04940
C -0.04170 -0.88094 -2.09276
C 0.21970 -1.30198 2.17330
C -0.57746 -2.18668 1.28552
C -1.92069 0.71553 -1.87309
C -0.70396 0.13438 -1.34269
C 2.27638 0.36112 -0.30714
C 0.17300 -1.55775 3.53425
C -0.78443 1.71948 0.52260
C -2.50837 1.78270 -1.21615
C -1.92866 2.32759 -0.05112
C -2.44341 0.20729 -3.10379
C -0.15611 0.65555 -0.14250
C -0.54270 -1.29376 -3.30307
C -1.75792 -0.81956 -3.76289
C 0.91921 -0.82245 4.47216
H -2.19245 -1.25762 -4.64500
H 1.83566 2.68947 -2.58606
H -0.01026 -2.07907 -3.83213
H -3.41096 0.55112 -3.50906
H -0.40176 2.14831 1.45816
H -0.37380 -2.46616 3.85393
H -3.40312 2.25579 -1.67384
H 0.85026 -1.32435 -1.70571
H -0.55372 -3.36826 -0.17825
H 2.28679 0.83281 4.74066
H 2.41800 1.33032 2.30888
H 0.84059 -1.08082 5.51427
H -2.41614 3.17328 0.48145
```

The HOMO energy is -8.2049 eV. The energy relative to the best compared isomer or geometry (same formula, charge and spin) comes out at 14.7 kJ/mol. As for the electronic energy: -1162.81716 Ha. Its SMILES is O=C(O)C(=O)N(c1ccccc1C(=O)O)c1cccc2ccccc12. As for the spin multiplicity: 1. For the LUMO energy, the calculation gives -0.21 eV. The calculation puts the HOMO-LUMO gap at 8.0 eV.

Atom charges from the natural (NBO) analysis, given in e for atoms 1 to 5:
1. O -0.529
2. O -0.522
3. O -0.569
4. O -0.675
5. O -0.668

=====

6.
The following is a DFT calculation (wB97M-V/def2-TZVPD) of a structure of composition C29H32IrN7O3PS at a distorted geometry.

```
74
Properties=species:S:1:pos:R:3
Ir -0.55349 0.01767 0.60649
S 2.38531 0.56127 -1.21191
P -3.06679 1.46307 -1.65691
O 2.59291 1.32667 -0.01421
O -2.43209 0.90167 -0.41031
O 2.17661 1.25837 -2.44501
N -0.56029 2.09347 1.64349
N -0.75799 -1.64213 -1.20671
N -6.20589 2.57377 3.96469
N 1.00101 -0.32413 -0.88581
N 0.50511 3.56067 2.88339
N 1.19341 0.02247 2.17199
N 2.69771 1.29217 3.15029
C 2.26071 -0.74523 2.49139
C -4.57669 0.13427 2.10509
C -3.22519 0.78507 4.03089
C 5.70981 -2.52813 -1.69441
C 4.74311 -0.38013 -2.24451
C -1.40319 -1.80013 2.05829
C 3.21061 0.03447 3.09489
C 3.68541 -0.65323 -1.39451
C -1.85529 2.34937 -2.68721
C -3.59369 -0.72153 1.70099
C 3.62061 -1.84063 -0.68441
C 0.52841 2.30887 2.37709
C -4.38899 2.64347 -1.23051
C -1.08289 -3.01793 -3.11221
C -4.40289 0.90627 3.26839
C 0.90091 -1.67983 -2.94541
C 0.41941 -1.20803 -1.71281
C -2.36449 -0.83843 2.42899
C 1.47931 1.25907 2.57279
C -0.63689 4.15967 2.44869
C 4.62551 -2.77563 -0.84371
C 5.75861 -1.31123 -2.37841
C 6.77441 -3.55053 -1.86511
C -5.40199 1.81137 3.66619
C 0.11871 -2.57143 -3.65361
C -2.22639 -0.04893 3.61699
C -1.28939 3.23287 1.68159
C -3.83689 0.15217 -2.66181
C -1.47349 -2.53093 -1.86821
H 4.17721 -0.21233 3.48169
H -2.32499 2.79037 -3.56251
H 3.18791 2.10297 3.49449
H -1.07049 1.66517 -3.01091
H -3.09409 -0.60223 -2.90761
H -4.24969 0.57197 -3.57401
H -1.69199 -2.57013 1.35789
H -1.40329 3.13307 -2.08021
H 1.84211 -1.32053 -3.32461
H -5.50349 0.22347 1.55869
H -2.39389 -2.86773 -1.40911
H -4.63429 -0.32013 -2.09051
H -1.70349 -3.72213 -3.64181
H 7.40751 -3.33573 -2.71991
H -3.73239 -1.33653 0.82629
H 2.27201 -1.79803 2.29729
H -5.08519 2.17947 -0.53571
H -1.32629 -0.14853 4.20419
H 4.75821 0.54927 -2.79211
H -4.91799 2.94737 -2.13051
H 7.40601 -3.57773 -0.97661
H -2.23629 3.31207 1.19059
H 2.78151 -2.01833 -0.02841
H -3.96769 3.53227 -0.76431
H 0.44031 -2.92023 -4.62331
H -0.63199 -2.06553 2.76619
H 6.59071 -1.10183 -3.03271
H -0.90449 5.16167 2.71619
H 4.56941 -3.71803 -0.31951
H -3.13589 1.35017 4.94689
H 6.34411 -4.54363 -1.97551
H 1.17801 3.98007 3.50479
```

The HOMO energy (alpha / beta) is -13.3910 / -13.3339 eV. The energy relative to the best compared isomer or geometry (same formula, charge and spin) comes out at 362.3 kJ/mol. As for the electronic energy: -2576.63902 Ha. The charge is +2. As for the expectation value of S²: 0.8953. As for the spin multiplicity: 2. For the LUMO energy (alpha / beta), the calculation gives -7.97 / -7.80 eV. The calculation puts the HOMO-LUMO gap (alpha / beta) at 5.4 / 5.5 eV.

Atom charges from the Mulliken analysis, given in e for atoms 1 to 5:
1. Ir 3.286
2. S 1.272
3. P 0.803
4. O -0.637
5. O -1.417

=====

7.
The following is a DFT calculation (wB97M-V/def2-TZVPD) of the molecule C5H10O2.

```
17
Properties=species:S:1:pos:R:3
O 0.49515 0.00674 -1.12733
O 2.16230 0.39338 1.66719
C -0.09905 -0.42889 -2.33064
C 0.93819 -0.31170 1.67859
C -0.20453 0.53591 1.17079
C -0.40995 0.67292 -0.30332
C -1.38803 -0.12682 0.50881
H -1.34229 -1.20871 0.40063
H -0.73924 1.63815 -0.69500
H -0.39722 1.42763 1.76348
H 2.34517 0.60457 0.74196
H -0.50363 0.41690 -2.90618
H -2.38348 0.27229 0.68053
H 0.67893 -0.92096 -2.91896
H 1.00369 -1.23577 1.08655
H -0.91470 -1.14020 -2.13778
H 0.75868 -0.59545 2.72068
```

The HOMO energy is -9.8295 eV. The energy relative to the best compared isomer or geometry (same formula, charge and spin) comes out at 238.3 kJ/mol. As for the electronic energy: -346.93465 Ha. Its SMILES is CO[C@H]1C[C@H]1CO. As for the spin multiplicity: 1. For the LUMO energy, the calculation gives 1.00 eV. The calculation puts the HOMO-LUMO gap at 10.8 eV.

Atom charges from the natural (NBO) analysis, given in e for atoms 1 to 5:
1. O -0.535
2. O -0.715
3. C -0.246
4. C -0.059
5. C -0.266

=====

8.
The following is a DFT calculation (wB97M-V/def2-TZVPD) of a structure of composition C42H45OP2RhSSiTe at a distorted geometry.

```
94
Properties=species:S:1:pos:R:3
Te 11.40052 13.93188 7.56923
Rh 11.29323 13.30761 10.71377
S 10.91734 13.29378 13.11764
P 9.42364 14.80762 10.69329
P 10.58437 10.99155 10.79178
Si 14.08766 15.47900 10.89465
O 11.91983 13.76710 14.08860
C 7.12234 9.26066 8.32029
C 9.85647 9.07112 14.31566
C 13.43130 13.68422 10.78178
C 8.20286 14.22516 9.52786
C 13.66430 16.23267 9.19013
C 7.54840 14.05588 7.22225
C 9.36670 14.12427 13.40632
C 8.33557 14.63308 8.19603
C 11.52991 15.37286 6.02528
C 6.86621 9.68012 9.62683
C 7.68671 14.99463 14.94076
C 10.26696 10.65797 12.56300
C 8.71303 14.77383 12.38075
C 9.46562 16.62115 10.30297
C 9.19995 10.26399 9.89062
C 9.42402 9.90300 8.54642
C 13.03359 10.47518 9.56086
C 10.58914 18.74724 10.26019
C 13.37714 16.42284 12.45184
C 11.95687 9.90341 10.21893
C 15.95064 15.48792 11.12917
C 8.84197 14.24683 14.71725
C 6.32860 12.85031 8.92540
C 8.31694 17.24955 9.75489
C 7.51142 15.46158 12.61779
C 10.61742 17.36983 10.55369
C 7.18309 13.34450 9.86832
C 6.53470 13.14958 7.59799
C 10.55334 11.59862 13.56390
C 9.47677 19.31550 9.70918
C 7.01610 15.58358 13.88299
C 8.39128 9.40700 7.78163
C 13.99627 9.72019 8.97483
C 8.34183 18.56140 9.43221
C 9.87595 9.37476 12.96475
C 10.81010 12.37071 6.31600
C 12.86083 7.75069 9.72448
C 10.21344 10.00033 15.29370
C 10.54030 11.27612 14.91654
C 11.89819 8.51309 10.34107
C 7.92153 10.19922 10.40514
C 13.90965 8.33966 9.05443
H 10.88098 11.97432 15.65122
H 12.31283 16.18476 12.68845
H 9.01227 15.43461 7.97277
H 7.05291 13.08276 10.91702
H 8.61516 9.08433 6.77863
H 13.68412 13.02310 11.63787
H 14.00852 16.09937 13.25051
H 11.32966 11.47559 6.60611
H 7.66321 14.36773 6.18542
H 14.70444 7.75991 8.62348
H 5.88011 9.54281 10.06325
H 9.55914 8.07876 14.59573
H 5.55697 12.17680 9.27066
H 11.42636 19.34311 10.48045
H 7.70620 10.51732 11.42784
H 12.56941 16.23760 9.00275
H 7.41479 16.68687 9.54844
H 9.43998 20.37818 9.47482
H 9.33250 13.74280 15.51571
H 10.18340 9.71074 16.32449
H 6.35569 8.81671 7.71905
H 6.11296 16.12811 14.02065
H 10.41839 9.93216 8.10170
H 16.28732 15.07314 12.09030
H 7.46966 19.05208 8.98779
H 14.86232 10.20290 8.51182
H 16.32300 16.51464 11.14571
H 5.91741 12.70656 6.84709
H 11.11232 8.04756 10.89399
H 13.13012 11.55907 9.46130
H 11.46859 16.88709 10.98644
H 16.37039 14.96733 10.24873
H 12.80090 6.64667 9.78088
H 14.02377 17.24077 9.01644
H 10.99554 12.62888 5.29086
H 13.46657 17.53295 12.35177
H 9.72994 12.20012 6.44175
H 13.91526 13.21357 9.90002
H 10.60512 15.31395 5.41809
H 12.39834 15.06402 5.40146
H 9.57576 8.64617 12.22996
H 11.70457 16.37720 6.42766
H 14.16252 15.64052 8.37248
H 7.01517 15.95403 11.75940
H 7.40097 15.12188 15.96784
```

The HOMO energy (alpha / beta) is -12.6342 / -14.0280 eV. The energy relative to the best compared isomer or geometry (same formula, charge and spin) comes out at 0.0 kJ/mol. As for the electronic energy: -3451.03404 Ha. The charge is +2. As for the expectation value of S²: 6.0140. As for the spin multiplicity: 5. For the LUMO energy (alpha / beta), the calculation gives -5.15 / -8.40 eV. The calculation puts the HOMO-LUMO gap (alpha / beta) at 7.5 / 5.6 eV.

Atom charges from the Mulliken analysis, given in e for atoms 1 to 5:
1. Te 0.883
2. Rh 0.726
3. S 1.692
4. P 1.557
5. P 2.463